{
  "formula": "C8H7O3S2",
  "method": "wB97M-V/def2-TZVPD",
  "mol_weight_g_mol": 215.275,
  "lumo_energy_ev": 3.2,
  "charge": -1,
  "de_lowest_kcal_mol": 127.3,
  "elements": ["C", "C", "C", "C", "C", "C", "C", "C", "O", "O", "O", "S", "S", "H", "H", "H", "H", "H", "H", "H"],
  "xyz": [[0.686, -0.549, -1.598], [0.413, 0.589, -0.485], [1.819, -1.500, -1.473], [1.506, 0.817, 0.423], [2.277, 0.836, 1.320], [-0.925, -0.150, -0.287], [-0.806, -1.184, -1.389], [-1.594, 0.727, 2.169], [-1.496, -1.642, -2.340], [-0.837, -1.511, -0.103], [-2.341, 1.951, -0.080], [1.986, -2.539, -0.282], [-2.324, 0.542, 0.465], [0.869, 0.047, -2.551], [0.163, 1.519, -0.985], [2.280, -1.720, -2.344], [2.839, 1.345, 2.069], [-0.560, 0.606, 2.120], [-2.002, 0.125, 2.924], [-1.953, 1.691, 2.428]],
  "lowdin_charge": [-0.19, -0.19, -0.62, -0.13, 0.09, -0.56, -0.67, -0.19, -0.06, 0.02, -0.56, 0.71, 0.98, 0.15, 0.14, 0.00, 0.02, 0.01, 0.02, 0.03]
}